{
  "formula": "C14H30AlBrFN3",
  "method": "wB97M-V/def2-TZVPD",
  "total_energy_ev": -98834.225,
  "charge": 0,
  "gap_ev": 5.766,
  "homo_energy_ev": -6.84,
  "species": ["C", "C", "C", "C", "C", "C", "Al", "F", "Br", "C", "C", "N", "H", "H", "H", "H", "H", "H", "H", "H", "H", "H", "H", "H", "H", "H", "H", "H", "H", "H", "H", "C", "C", "N", "C", "C", "N", "C", "C", "H", "H", "H", "H", "H", "H", "H", "H", "H", "H", "H"],
  "xyz": [[3.0350, -2.3092, -2.6960], [4.1157, -1.4537, -3.3825], [3.7675, 0.0296, -3.5730], [4.0509, 0.9214, -2.3637], [3.1927, 0.7119, -1.1073], [1.9395, 1.6048, -1.0241], [0.5367, 1.6597, -2.4589], [-0.7375, 2.6060, -1.8668], [1.3932, 2.8873, -4.3273], [-0.2321, -0.0437, -3.2149], [-0.7302, -1.0285, -2.1528], [-0.5621, -0.4014, -0.8188], [2.1189, -1.7343, -2.5589], [2.7823, -3.1846, -3.2988], [3.3417, -2.6700, -1.7116], [5.0560, -1.5210, -2.8226], [4.3246, -1.8833, -4.3658], [2.7251, 0.1247, -3.8901], [4.3594, 0.4231, -4.4053], [3.9415, 1.9653, -2.6770], [5.1080, 0.7829, -2.1021], [2.9083, -0.3443, -1.0240], [3.8315, 0.9004, -0.2334], [1.4282, 1.3720, -0.0745], [2.2816, 2.6425, -0.9022], [-1.0863, 0.3016, -3.8109], [0.4328, -0.5366, -3.9305], [-0.2125, -1.9937, -2.2081], [-1.7983, -1.2378, -2.2733], [-1.0556, -0.9814, -0.1431], [0.4179, -0.4619, -0.5487], [-1.6703, 1.4309, 1.6477], [-2.1959, 0.0883, 2.0806], [-2.9548, 0.1615, 3.3596], [-3.2550, 1.2955, 4.0729], [-3.9585, 0.9062, 5.1649], [-4.0766, -0.4629, 5.1026], [-3.4577, -0.8830, 4.0015], [-4.7586, -1.3163, 6.0740], [-0.9943, 1.8648, 2.3865], [-1.1214, 1.2925, 0.7135], [-2.4779, 2.1339, 1.4395], [-1.3838, -0.6210, 2.2371], [-2.8735, -0.3202, 1.3315], [-2.9461, 2.2694, 3.7427], [-4.3821, 1.4732, 5.9739], [-3.3818, -1.9074, 3.6783], [-4.0626, -2.0449, 6.4815], [-5.5966, -1.8227, 5.6019], [-5.1270, -0.6859, 6.8770]],
  "atomic_forces_ev_per_a": [[0.0, 0.0, 0.0], [0.1, 0.0, 0.0], [-0.1, 0.0, 0.0], [0.1, 0.1, 0.0], [0.0, 0.0, 0.1], [0.2, -0.1, 0.0], [0.2, -0.2, -0.1], [-0.3, 0.2, 0.2], [0.0, 0.0, 0.0], [0.0, -0.1, -0.2], [0.1, 0.5, -0.2], [-0.2, -0.7, 0.5], [-0.1, 0.0, 0.0], [0.0, 0.0, 0.1], [0.0, 0.0, 0.0], [0.0, 0.0, -0.1], [0.0, 0.0, 0.0], [0.0, 0.0, 0.0], [0.0, 0.0, 0.0], [0.0, -0.1, 0.0], [0.0, 0.0, 0.0], [0.0, 0.0, 0.0], [0.0, 0.0, 0.0], [0.0, 0.1, -0.1], [0.0, 0.0, -0.1], [0.1, 0.1, 0.0], [0.0, 0.0, 0.0], [0.0, 0.0, 0.0], [0.0, 0.0, 0.1], [0.1, -0.1, 0.1], [0.0, 0.1, -0.1], [0.1, 0.2, -0.1], [0.0, 0.0, -0.1], [0.0, 0.0, 0.0], [0.0, 0.0, 0.0], [0.0, 0.0, 0.0], [0.0, 0.0, 0.0], [0.0, 0.0, 0.0], [0.0, 0.0, 0.0], [0.0, 0.0, 0.0], [0.0, 0.0, -0.1], [0.0, 0.0, 0.0], [0.0, 0.0, 0.0], [0.0, 0.0, 0.0], [0.0, 0.0, 0.0], [0.0, 0.0, 0.0], [0.0, 0.0, 0.0], [0.0, 0.0, 0.0], [0.0, 0.0, 0.0], [0.0, 0.0, 0.0]]
}